Entry 1:
Entry from the OMol25 dataset: an isolated molecule of C5H10O2 (ωB97M-V/def2-TZVPD).

```
! RIJCOSX wB97M-V def2-TZVPD def2/J DEFGRID3
* xyz 0 1
C -1.5433 0.4028 -0.1289
C -0.6740 -0.7926 -0.5149
O -0.0597 -0.6582 -1.7967
C 0.4594 -1.1220 0.4702
C 1.1649 0.0833 1.1266
C 1.2158 1.3543 0.3050
O 1.1701 2.4614 0.7880
H -2.1190 0.1809 0.7758
H -0.9758 1.3143 0.0706
H -2.2542 0.6296 -0.9304
H -1.3374 -1.6670 -0.5669
H -0.3317 0.1588 -2.2235
H 0.0730 -1.7761 1.2603
H 1.1719 -1.7241 -0.1057
H 2.2123 -0.1736 1.3431
H 0.7121 0.3493 2.0882
H 1.2854 1.2175 -0.7918
*
```

Output
* orbital gap: 10.56 eV
* calculated total energy: -346.96719 Ha
* F_max: 0.0078 hartree/bohr
* E_LUMO: 0.882 eV
* structure (SMILES): C[C@@H](O)CCC=O

=====

Entry 2:
Entry from the OMol25 dataset: an isolated molecule of C5H10O2 (ωB97M-V/def2-TZVPD).

```
! RIJCOSX wB97M-V def2-TZVPD def2/J DEFGRID3
* xyz 0 1
C 2.8251 0.0257 0.2296
O 1.5007 -0.3335 -0.0697
C 0.6626 -0.3661 1.0541
C -1.1012 0.1930 -0.7732
C -2.5892 0.1382 -1.0819
C -0.7872 -0.0758 0.6809
O -1.6181 -0.0452 1.5627
H 2.8879 1.0534 0.6197
H 3.3943 -0.0345 -0.6994
H 3.2803 -0.6469 0.9706
H 0.9587 0.3902 1.7959
H 0.6990 -1.3482 1.5536
H -0.5198 -0.5002 -1.3884
H -2.8514 0.7931 -1.9166
H -2.8963 -0.8779 -1.3473
H -3.1679 0.4469 -0.2082
H -0.6774 1.1881 -0.9827
*
```

Output
* orbital gap: 10.48 eV
* calculated total energy: -346.96565 Ha
* F_max: 0.0082 hartree/bohr
* E_LUMO: 0.872 eV
* structure (SMILES): CCC(=O)COC

=====

Entry 3:
Entry from the OMol25 dataset: an isolated molecule of C5H10O2 (ωB97M-V/def2-TZVPD).

```
! RIJCOSX wB97M-V def2-TZVPD def2/J DEFGRID3
* xyz 0 1
O 2.3755 0.2014 0.8687
C 1.5922 -0.5550 -0.0300
C 0.1360 -0.3961 0.3655
C -0.3318 1.0674 0.3649
C -1.7747 0.9347 -0.1057
O -1.7280 -0.0740 -1.0981
C -0.8313 -1.0717 -0.6386
H 3.2734 0.2471 0.5232
H 1.7167 -0.2005 -1.0665
H 1.8735 -1.6205 -0.0070
H 0.0010 -0.8266 1.3654
H -0.2266 1.5476 1.3405
H 0.2447 1.6458 -0.3654
H -2.1855 1.8383 -0.5626
H -2.4344 0.6325 0.7248
H -0.3137 -1.4781 -1.5166
H -1.3869 -1.8923 -0.1624
*
```

Output
* orbital gap: 10.58 eV
* calculated total energy: -346.97001 Ha
* F_max: 0.0100 hartree/bohr
* E_LUMO: 0.887 eV
* structure (SMILES): OC[C@H]1CCOC1

=====

Entry 4:
Entry from the OMol25 dataset: a cluster of 2 separate species, C5H10O2 in total (ωB97M-V/def2-TZVPD).

```
! RIJCOSX wB97M-V def2-TZVPD def2/J DEFGRID3
* xyz 0 1
C 2.0769 0.4324 1.2224
O 1.2202 -0.1058 -0.4404
C 0.2005 -1.1147 -0.7312
C -0.8864 -0.0512 -0.8654
C -2.1617 -0.2697 -0.0780
C 0.1396 0.9514 -0.2539
O 0.1076 1.1738 1.0271
H 1.6968 0.5632 2.2244
H 2.5009 1.3277 0.7816
H 2.6929 -0.4526 1.0867
H 0.0479 -1.8145 0.0986
H 0.4699 -1.6633 -1.6376
H -1.0889 0.1927 -1.9140
H -2.7486 0.6521 -0.0112
H -2.7839 -1.0393 -0.5492
H -1.9215 -0.5818 0.9421
H 0.4377 1.7995 -0.9020
*
```

Output
* orbital gap: 8.88 eV
* calculated total energy: -346.82193 Ha
* F_max: 0.0053 hartree/bohr
* E_LUMO: 0.220 eV

=====

Question: Among the records above, which one has the highest calculated total energy?
Answer: number 4

=====

Question: Which value of E_LUMO does entry 2 give?
Answer: 0.872 eV

=====

Please write out number 2 again, unchanged.
Entry from the OMol25 dataset: an isolated molecule of C5H10O2 (ωB97M-V/def2-TZVPD).

```
! RIJCOSX wB97M-V def2-TZVPD def2/J DEFGRID3
* xyz 0 1
C 2.8251 0.0257 0.2296
O 1.5007 -0.3335 -0.0697
C 0.6626 -0.3661 1.0541
C -1.1012 0.1930 -0.7732
C -2.5892 0.1382 -1.0819
C -0.7872 -0.0758 0.6809
O -1.6181 -0.0452 1.5627
H 2.8879 1.0534 0.6197
H 3.3943 -0.0345 -0.6994
H 3.2803 -0.6469 0.9706
H 0.9587 0.3902 1.7959
H 0.6990 -1.3482 1.5536
H -0.5198 -0.5002 -1.3884
H -2.8514 0.7931 -1.9166
H -2.8963 -0.8779 -1.3473
H -3.1679 0.4469 -0.2082
H -0.6774 1.1881 -0.9827
*
```

Output
* orbital gap: 10.48 eV
* calculated total energy: -346.96565 Ha
* F_max: 0.0082 hartree/bohr
* E_LUMO: 0.872 eV
* structure (SMILES): CCC(=O)COC

=====

Question: Which value of F_max does entry 3 give?
Answer: 0.0100 hartree/bohr